18
Properties=species:S:1:pos:R:3:mulliken_charge:R:1 method="wB97M-V/def2-TZVPD" spin_multiplicity=1 total_energy_ev=-10264.9280 lumo_energy_ev=1.01 orbital_gap_ev=9.0 smiles="C=CN(N)N(N)C=C"
C 0.01235 -1.29044 -1.79940 -0.723
C -2.06449 0.04035 1.11113 -0.692
C 0.81745 -1.14990 -0.73226 -0.036
C -1.49293 0.87840 0.25331 -0.162
N 1.40363 -0.63037 1.51970 -0.883
N 0.75752 1.77823 -0.69213 -0.738
N 0.63783 -0.31991 0.33431 0.453
N 0.07537 0.95633 0.20230 0.138
H 0.17450 -2.19376 -2.61463 0.177
H -0.74998 -0.59301 -2.10915 0.256
H -3.14172 0.18775 0.86887 0.221
H -1.66213 -0.51363 1.90625 0.273
H 1.50365 -1.96962 -0.45225 0.327
H -2.11407 1.31381 -0.49708 0.389
H 2.22220 -0.01345 1.61810 0.219
H 0.87859 -0.27590 2.38794 0.280
H 1.52380 1.23908 -1.15573 0.256
H 1.21840 2.55604 -0.14927 0.243